(1)
Computed, not measured: a molecular structure, CH3BrClN in a non-equilibrium geometry, with the ωB97M-V functional and the def2-TZVPD basis.

The geometry in ORCA input format:
```
! wB97M-V def2-TZVPD RIJCOSX def2/J DEFGRID3
* xyz 0 1
C 1.091 0.878 -0.197
N -0.754 -1.288 -0.117
Cl -0.108 2.014 0.053
Br -2.064 -0.164 0.114
H 0.749 0.064 -0.903
H 1.789 0.527 0.529
H -0.704 -2.033 0.522
*
```

Computed properties:
Orbital gap (alpha / beta) = 7.3 / 9.4 eV
Molar mass = 144.40 g/mol
Calculated total energy = -85135.6730 eV
HOMO energy (alpha / beta) = -8.3 / -9.4 eV
Energy relative to the best compared isomer or geometry (same formula, charge and spin) = 116.1 kcal/mol

Atom charges from the natural (NBO) analysis, given in e for atoms 1 to 6: number 1, C, carries -0.4118; number 2, N, carries -0.7113; number 3, Cl, carries 0.0541; number 4, Br, carries 0.3334; number 5, H, carries 0.2173; number 6, H, carries 0.1871


(2)
Computed, not measured: a molecular structure, C7H19BNPbS in a non-equilibrium geometry, with the ωB97M-V functional and the def2-TZVPD basis.

The geometry in ORCA input format:
```
! wB97M-V def2-TZVPD RIJCOSX def2/J DEFGRID3
* xyz 1 1
C 3.396 0.724 0.843
C 2.753 -0.493 0.175
C 1.308 -0.733 0.680
B 0.316 -1.014 -0.601
C -0.210 0.394 -1.263
N 0.820 1.548 -1.474
C -0.957 -1.959 -0.144
S -2.610 -1.405 -0.673
C -3.258 -0.602 0.821
C -3.746 0.840 0.590
H 3.910 1.366 0.074
H 4.150 0.578 1.625
H 2.568 1.269 1.363
H 2.687 -0.301 -0.904
H 3.386 -1.373 0.307
H 0.941 0.173 1.206
H 1.271 -1.541 1.419
H 0.960 -1.608 -1.464
H -1.043 0.863 -0.728
H -0.517 0.193 -2.300
H 0.240 2.319 -1.802
H 1.363 1.278 -2.292
H -1.003 -2.111 0.944
H -0.841 -2.960 -0.578
H -2.478 -0.635 1.589
H -4.094 -1.212 1.187
H -4.788 0.848 0.250
H -3.682 1.430 1.510
H -3.163 1.327 -0.199
Pb 2.324 2.797 -0.161
*
```

Computed properties:
Orbital gap = 2.7 eV
Molar mass = 367.32 g/mol
Calculated total energy = -25805.9939 eV
HOMO energy = -9.7 eV

Atom charges from the natural (NBO) analysis, given in e for atoms 1 to 6: number 1, C, carries -0.6222; number 2, C, carries -0.4225; number 3, C, carries -0.6122; number 4, B, carries 0.0413; number 5, C, carries -0.4079; number 6, N, carries -0.9570


(3)
Computed, not measured: a molecular structure, C35H33BrGeN5ORhS, with the ωB97M-V functional and the def2-TZVPD basis.

The geometry in ORCA input format:
```
! wB97M-V def2-TZVPD RIJCOSX def2/J DEFGRID3
* xyz 1 2
Rh 0.705 -1.352 -1.077
C 1.344 -0.371 -5.142
C 1.371 -0.870 -3.740
N 0.685 -0.409 -2.755
N -0.222 0.622 -2.923
C -0.988 0.760 -1.886
O -0.916 0.002 -0.785
C -2.061 1.788 -1.985
C -2.072 2.653 -3.083
C -3.066 3.607 -3.207
C -4.064 3.706 -2.246
C -4.063 2.847 -1.159
C -3.066 1.893 -1.028
C 2.204 -2.038 -3.332
C 3.037 -2.726 -4.192
C 3.758 -3.811 -3.701
C 3.636 -4.167 -2.372
C 2.788 -3.432 -1.553
N 2.098 -2.396 -2.024
H 0.609 0.422 -5.238
H 1.091 -1.175 -5.835
H 2.325 0.017 -5.427
H -1.295 2.572 -3.829
H -3.064 4.273 -4.060
H -4.842 4.451 -2.349
H -4.841 2.912 -0.410
H -3.094 1.218 -0.188
H 3.116 -2.427 -5.228
H 4.406 -4.370 -4.363
H 4.173 -5.010 -1.962
H 2.641 -3.657 -0.506
C -0.682 2.176 1.108
Ge -0.929 0.263 1.207
C 0.314 -0.473 2.477
C 0.332 -1.823 2.824
C 1.152 -2.268 3.851
C 1.947 -1.370 4.548
C 1.917 -0.019 4.227
C 1.113 0.425 3.189
C -2.677 -0.505 1.485
C -3.291 -1.312 0.564
C -4.541 -1.912 0.832
C -5.160 -1.699 2.025
C -4.565 -0.876 3.014
C -5.207 -0.653 4.259
C -4.639 0.141 5.208
C -3.393 0.757 4.952
C -2.755 0.558 3.763
C -3.312 -0.272 2.752
H -1.153 2.642 1.978
H -1.128 2.600 0.215
H 0.383 2.406 1.120
H -0.301 -2.526 2.299
H 1.161 -3.318 4.114
H 2.584 -1.721 5.350
H 2.518 0.686 4.786
H 1.106 1.481 2.948
H -2.811 -1.518 -0.383
H -4.994 -2.549 0.084
H -6.117 -2.158 2.241
H -6.163 -1.129 4.439
H -5.135 0.303 6.156
H -2.943 1.391 5.705
H -1.799 1.045 3.609
Br -0.469 -3.353 -0.299
C 4.315 2.307 0.952
N 4.409 1.673 -0.357
C 5.298 2.024 -1.362
C 5.072 1.201 -2.402
N 4.053 0.351 -2.007
C 3.638 0.641 -0.757
S 2.466 -0.126 0.219
H 4.893 3.226 0.925
H 4.702 1.642 1.721
H 3.272 2.527 1.168
H 6.010 2.820 -1.238
H 5.543 1.135 -3.365
H 3.633 -0.375 -2.561
*
```

Computed properties:
Orbital gap (alpha / beta) = 6.4 / 6.7 eV
Molar mass = 827.17 g/mol
<S²> = 0.756
Calculated total energy = -186727.0448 eV
HOMO energy (alpha / beta) = -10.0 / -10.2 eV
Energy relative to the best compared isomer or geometry (same formula, charge and spin) = 6.9 kcal/mol

Atom charges from the Löwdin analysis, given in e for atoms 1 to 6: number 1, Rh, carries 0.5786; number 2, C, carries -0.0015; number 3, C, carries -0.2526; number 4, N, carries -0.1120; number 5, N, carries 0.1305; number 6, C, carries -0.3324


(4)
Computed, not measured: C11H13PS in the gas phase in a non-equilibrium geometry, with the ωB97M-V functional and the def2-TZVPD basis.

The geometry in ORCA input format:
```
! wB97M-V def2-TZVPD RIJCOSX def2/J DEFGRID3
* xyz 0 3
C 4.807 -1.330 0.231
C 4.101 -0.495 1.086
C 4.291 -1.525 -1.002
C 2.839 -0.014 0.784
C 3.060 -0.925 -1.374
C 2.235 -0.302 -0.432
C -2.163 2.564 -1.290
C -1.958 2.190 -0.043
C -2.043 0.683 0.311
C -0.623 0.045 0.464
C -1.865 3.210 1.082
P 0.580 0.452 -0.935
S 1.001 2.362 -0.908
H 5.645 -1.851 0.457
H 4.612 -0.332 1.993
H 4.923 -2.134 -1.599
H 2.447 0.660 1.465
H 2.569 -1.160 -2.346
H -1.909 2.686 -2.330
H -2.499 0.705 1.279
H -2.672 0.016 -0.376
H -0.284 0.275 1.497
H -0.855 -0.977 0.430
H -2.092 4.268 0.739
H -0.808 3.078 1.480
H -2.579 2.807 1.862
*
```

Computed properties:
Orbital gap (alpha / beta) = 8.4 / 6.3 eV
Molar mass = 208.27 g/mol
<S²> = 2.024
Calculated total energy = -31736.9100 eV
HOMO energy (alpha / beta) = -7.5 / -8.2 eV
Energy relative to the best compared isomer or geometry (same formula, charge and spin) = 0.0 kcal/mol

Atom charges from the natural (NBO) analysis, given in e for atoms 1 to 6: number 1, C, carries -0.2027; number 2, C, carries -0.1865; number 3, C, carries -0.2046; number 4, C, carries -0.2201; number 5, C, carries -0.2011; number 6, C, carries -0.2937


Which of these has the highest calculated total energy?
C7H19BNPbS


Look up the calculated total energy of the third one.
-186727.0448 eV


Number 2 is which compound?
C7H19BNPbS


Which of these has the lowest molar mass?
CH3BrClN